Below is 2 unconnected molecules or ions with the total composition C23H48N2O8PS in a non-equilibrium geometry, with properties calculated with ωB97M-V with the def2-TZVPD basis set.

## Properties
E_tot: -2355.47658 Ha
net charge: +1
frontier orbital gap: 0.3144 hartree
relative energy (zero: lowest compared OMol25 entry of this formula, charge and spin): 59.6 kcal/mol
2S+1: 1

CARTESIAN COORDINATES (ANGSTROEM)
C  1.23  4.68  3.32
O  2.42  3.95  2.85
C  2.81  4.34  1.49
C  1.86  3.64  0.30
C  2.68  3.36  -1.10
C  2.25  1.94  -1.85
C  1.27  2.16  -3.15
C  0.01  1.11  -3.25
C  -1.45  1.79  -2.80
C  -1.42  1.88  -1.17
N  -1.82  3.23  -0.55
C  -1.98  2.87  0.94
C  -1.71  1.24  1.22
C  -2.71  0.97  2.49
O  -1.98  1.48  3.70
C  -0.87  0.58  4.06
O  0.47  1.12  3.76
C  1.53  0.40  4.48
C  1.92  -1.07  3.81
O  3.37  -1.38  4.01
C  -2.16  0.66  -0.29
P  -4.00  1.01  -0.63
S  -5.24  -0.15  0.35
N  -1.56  -0.69  -0.59
C  -2.27  -1.41  -1.72
C  -1.56  -1.62  0.60
C  -2.80  -2.58  1.10
O  -0.41  -1.70  1.31
H  0.82  4.17  4.32
H  1.37  5.84  3.42
H  0.39  4.51  2.52
H  2.81  5.51  1.40
H  3.96  4.02  1.38
H  1.00  4.44  0.11
H  1.36  2.70  0.78
H  2.39  4.23  -1.84
H  3.85  3.41  -0.90
H  1.79  1.25  -1.00
H  3.28  1.42  -2.14
H  1.95  1.97  -4.11
H  0.90  3.28  -3.24
H  0.22  0.23  -2.51
H  -0.07  0.65  -4.32
H  -1.45  2.87  -3.32
H  -2.37  1.22  -3.24
H  -0.31  1.78  -0.75
H  -1.03  3.94  -0.50
H  -2.61  3.72  -1.02
H  -3.10  3.22  1.12
H  -1.38  3.64  1.58
H  -0.55  1.16  1.35
H  -3.74  1.56  2.42
H  -2.95  -0.15  2.71
H  -0.94  -0.47  3.55
H  -0.92  0.41  5.23
H  2.52  1.06  4.36
H  1.36  0.30  5.64
H  1.35  -1.98  4.32
H  1.75  -1.08  2.63
H  3.84  -1.37  3.12
H  -4.35  2.44  -0.50
H  -4.24  0.71  -2.05
H  -1.72  -2.47  -1.83
H  -2.18  -0.90  -2.77
H  -3.40  -1.67  -1.52
H  -3.44  -2.15  1.98
H  -2.30  -3.58  1.51
H  -3.54  -2.92  0.26
C  3.09  -6.76  -4.18
C  1.61  -6.56  -4.45
O  0.84  -6.71  -3.25
C  0.88  -5.65  -2.40
O  1.49  -4.61  -2.57
O  0.14  -5.96  -1.31
C  0.17  -4.97  -0.29
H  3.27  -7.72  -3.67
H  3.66  -6.74  -5.11
H  3.48  -5.98  -3.52
H  1.27  -7.34  -5.14
H  1.41  -5.60  -4.93
H  -0.10  -3.98  -0.68
H  1.17  -4.94  0.17
H  -0.55  -5.25  0.48

Atom charges from the Löwdin analysis, given in e for atoms 1 to 4: C -0.105; O -0.261; C -0.201; C -0.177


Below is a molecular structure, C23H48NOP3SeYb in a non-equilibrium geometry, with properties calculated with ωB97M-V with the def2-TZVPD basis set.

## Properties
E_tot: -5618.41107 Ha
net charge: +3
frontier orbital gap (alpha / beta): 0.2241 / 0.2243 hartree
relative energy (zero: lowest compared OMol25 entry of this formula, charge and spin): 0.0 kcal/mol
2S+1: 2

CARTESIAN COORDINATES (ANGSTROEM)
Yb  -0.34  -0.01  -0.54
P  -3.24  -0.14  -0.60
P  -0.02  -2.96  -0.37
P  -0.20  2.90  -0.42
H  4.47  -1.00  -1.38
C  4.64  0.01  -0.99
C  4.57  0.25  0.34
H  4.38  -0.55  1.06
C  -4.04  -0.21  -2.25
C  -4.09  -1.56  0.20
C  -4.20  1.24  0.14
C  1.74  -3.49  -0.21
C  -0.76  -3.92  1.00
C  -0.51  -3.99  -1.81
C  1.49  3.60  -0.26
C  -1.05  3.86  0.90
C  -0.78  3.81  -1.90
H  4.87  0.79  -1.71
H  4.72  1.26  0.74
H  -5.13  -0.33  -2.14
H  -3.63  -1.06  -2.81
H  -3.82  0.71  -2.80
H  -5.16  -1.55  -0.05
H  -3.97  -1.50  1.29
H  -3.64  -2.50  -0.15
H  -5.27  1.14  -0.10
H  -3.83  2.20  -0.26
H  -4.07  1.25  1.23
H  1.94  -4.33  -0.88
H  1.94  -3.79  0.83
H  2.40  -2.65  -0.48
H  -0.70  -4.99  0.79
H  -1.82  -3.63  1.11
H  -0.24  -3.68  1.93
H  -0.07  -4.99  -1.70
H  -0.14  -3.52  -2.74
H  -1.60  -4.06  -1.86
H  1.60  4.50  -0.89
H  2.23  2.85  -0.57
H  1.69  3.87  0.79
H  -1.01  4.94  0.69
H  -0.56  3.66  1.86
H  -2.10  3.54  0.97
H  -0.36  4.83  -1.91
H  -1.88  3.86  -1.91
H  -0.45  3.27  -2.80
C  1.50  -0.11  -4.35
C  2.89  -0.25  -4.56
C  3.43  -0.11  -5.85
C  2.60  0.23  -6.93
C  1.24  0.49  -6.70
C  0.70  0.35  -5.42
Se  0.69  -0.68  -2.72
H  1.12  0.68  -1.48
H  3.53  -0.52  -3.72
H  4.50  -0.27  -6.01
H  3.02  0.30  -7.94
H  0.60  0.79  -7.54
H  -0.35  0.55  -5.24
O  0.00  -0.07  1.64
C  -0.05  -0.23  2.90
C  1.19  -0.48  3.71
C  1.46  0.59  4.78
C  0.67  0.38  6.07
C  -0.83  0.54  5.91
C  -1.46  -0.48  4.96
N  -1.22  -0.18  3.54
H  1.08  -1.47  4.19
H  2.03  -0.53  3.01
H  2.53  0.56  5.02
H  1.26  1.59  4.37
H  0.89  -0.62  6.48
H  1.02  1.11  6.81
H  -1.31  0.41  6.89
H  -1.08  1.56  5.57
H  -1.08  -1.49  5.20
H  -2.54  -0.49  5.11
H  -2.04  -0.10  2.93

Atom charges from the Löwdin analysis, given in e for atoms 1 to 4: Yb 0.957; P 0.713; P 0.683; P 0.724


Below is a molecular structure, C23H49AuN4P3Se in a non-equilibrium geometry, with properties calculated with ωB97M-V with the def2-TZVPD basis set.

## Properties
E_tot: -4684.97393 Ha
net charge: +3
frontier orbital gap (alpha / beta): 0.2916 / 0.1474 hartree
relative energy (zero: lowest compared OMol25 entry of this formula, charge and spin): 0.0 kcal/mol
2S+1: 3

CARTESIAN COORDINATES (ANGSTROEM)
Au  0.48  0.74  0.41
P  1.18  1.86  2.60
P  -1.16  2.22  -0.65
P  2.43  1.70  -0.91
H  0.41  -1.92  -0.45
C  1.25  -1.23  -0.41
C  1.93  -1.01  0.81
H  1.63  -1.55  1.71
C  0.56  1.44  4.28
C  0.88  3.66  2.57
C  2.98  1.72  2.91
C  -1.66  1.52  -2.24
C  -2.79  2.63  0.06
C  -0.58  3.89  -1.11
C  4.05  0.86  -0.82
C  2.89  3.42  -0.55
C  2.07  1.66  -2.70
H  1.76  -1.06  -1.37
H  2.97  -0.69  0.81
H  0.54  0.36  4.45
H  -0.45  1.85  4.45
H  1.24  1.90  5.01
H  -0.20  3.84  2.44
H  1.43  4.13  1.74
H  1.21  4.10  3.52
H  3.24  0.66  2.99
H  3.21  2.22  3.86
H  3.57  2.17  2.11
H  -2.38  2.18  -2.74
H  -2.14  0.54  -2.09
H  -0.80  1.38  -2.90
H  -3.23  3.44  -0.53
H  -2.69  2.98  1.10
H  -3.47  1.77  0.03
H  -1.43  4.44  -1.54
H  0.22  3.86  -1.85
H  -0.24  4.43  -0.21
H  4.74  1.38  -1.50
H  3.96  -0.19  -1.14
H  4.45  0.90  0.20
H  3.65  3.73  -1.29
H  3.33  3.50  0.45
H  2.03  4.09  -0.62
H  2.99  1.94  -3.24
H  1.27  2.37  -2.96
H  1.76  0.65  -3.00
C  -0.02  -3.02  -4.75
C  0.65  -3.58  -3.65
C  1.38  -4.77  -3.81
C  1.41  -5.42  -5.05
C  0.70  -4.88  -6.13
C  -0.01  -3.69  -5.99
Se  -0.93  -1.34  -4.60
H  -0.66  -1.22  -3.12
H  0.61  -3.08  -2.69
H  1.92  -5.18  -2.96
H  1.97  -6.35  -5.16
H  0.71  -5.39  -7.10
H  -0.56  -3.27  -6.83
C  -0.81  -1.80  2.33
N  -1.44  -0.71  1.55
C  -2.19  0.14  2.48
N  -3.21  -0.60  3.20
C  -2.56  -1.69  3.97
N  -1.79  -2.59  3.09
C  -2.74  -3.18  2.12
N  -3.40  -2.15  1.28
C  -2.38  -1.34  0.58
C  -4.12  -1.23  2.21
H  -0.11  -1.33  3.04
H  -0.29  -2.46  1.62
H  -2.65  0.96  1.92
H  -1.48  0.56  3.20
H  -3.36  -2.24  4.49
H  -1.88  -1.25  4.70
H  -2.18  -3.87  1.47
H  -3.52  -3.72  2.68
H  -2.91  -0.56  0.01
H  -1.79  -1.98  -0.10
H  -4.89  -1.79  2.75
H  -4.59  -0.44  1.59

Atom charges from the Löwdin analysis, given in e for atoms 1 to 4: Au 0.599; P 0.756; P 0.733; P 0.780


Below is 8 unconnected molecules or ions with the total composition C23H49BN4O10S8 in a non-equilibrium geometry, with properties calculated with ωB97M-V with the def2-TZVPD basis set.

## Properties
E_tot: -5086.95981 Ha
frontier orbital gap: 0.2478 hartree
2S+1: 1

CARTESIAN COORDINATES (ANGSTROEM)
C  8.23  1.64  1.51
C  7.11  2.14  0.99
C  5.71  2.58  0.27
C  4.74  1.28  0.39
C  3.37  1.26  1.17
C  2.54  -0.13  1.23
O  1.31  -0.09  1.97
N  0.50  0.90  1.43
O  0.15  0.43  0.37
C  3.06  -1.49  0.53
B  2.28  -2.91  0.58
N  2.72  -4.17  -0.10
O  1.00  -2.99  1.33
C  4.43  -1.40  -0.27
N  5.19  -2.40  -1.00
S  6.65  -1.75  -1.68
N  6.50  -0.13  -1.13
C  5.26  -0.04  -0.35
H  8.91  0.87  2.06
H  5.92  2.85  -0.84
H  5.30  3.51  0.81
H  3.01  2.22  1.67
H  2.15  -4.94  0.33
H  3.73  -4.36  0.02
H  0.37  -3.31  0.62
C  -2.17  0.18  3.38
S  -3.01  1.75  3.65
O  -3.44  1.79  5.08
C  -4.46  1.36  2.65
H  -1.24  0.18  3.94
H  -2.80  -0.64  3.72
H  -1.95  0.06  2.32
H  -4.95  0.47  3.04
H  -4.17  1.21  1.62
H  -5.16  2.20  2.71
C  3.86  -3.56  4.90
S  3.87  -1.95  4.08
O  5.00  -1.94  3.10
C  4.40  -1.02  5.53
H  3.58  -4.32  4.16
H  4.85  -3.78  5.30
H  3.12  -3.56  5.70
H  5.36  -1.40  5.89
H  3.65  -1.10  6.32
H  4.52  0.03  5.25
C  -6.73  -2.03  -0.50
S  -5.01  -1.74  -0.05
O  -4.99  -1.17  1.33
C  -4.74  -0.38  -1.21
H  -7.12  -2.83  0.13
H  -7.32  -1.12  -0.34
H  -6.79  -2.34  -1.55
H  -5.45  0.43  -1.01
H  -4.86  -0.74  -2.23
H  -3.72  -0.01  -1.08
C  -4.57  -5.66  -4.04
S  -5.41  -4.08  -3.77
O  -5.84  -4.04  -2.34
C  -6.87  -4.48  -4.77
H  -3.64  -5.65  -3.47
H  -5.20  -6.48  -3.69
H  -4.35  -5.78  -5.10
H  -7.35  -5.37  -4.37
H  -6.57  -4.63  -5.80
H  -7.56  -3.64  -4.71
C  1.41  2.68  -4.63
S  1.96  2.95  -2.93
O  3.45  2.86  -2.92
C  1.32  1.39  -2.27
H  1.74  3.52  -5.23
H  1.85  1.76  -5.02
H  0.32  2.62  -4.65
H  1.76  0.55  -2.81
H  0.23  1.37  -2.38
H  1.58  1.32  -1.22
C  -5.21  4.12  6.21
S  -5.80  3.83  7.89
O  -7.01  4.68  8.10
C  -4.41  4.64  8.72
H  -5.94  3.72  5.51
H  -5.08  5.19  6.04
H  -4.25  3.61  6.06
H  -4.34  5.68  8.39
H  -3.49  4.11  8.49
H  -4.59  4.62  9.79
C  3.77  1.81  -9.99
S  3.17  1.51  -8.32
O  1.96  2.36  -8.11
C  4.55  2.31  -7.48
H  3.04  1.42  -10.70
H  3.90  2.88  -10.16
H  4.72  1.29  -10.14
H  4.63  3.35  -7.80
H  5.48  1.77  -7.70
H  4.37  2.27  -6.40

Atom charges from the Löwdin analysis, given in e for atoms 1 to 4: C 0.043; C -0.111; C -0.149; C -0.075


Below is a molecular structure, C23H49N2OP3SeV in a non-equilibrium geometry, with properties calculated with ωB97M-V with the def2-TZVPD basis set.

## Properties
E_tot: -5458.97671 Ha
net charge: +3
frontier orbital gap (alpha / beta): 0.1402 / 0.1810 hartree
2S+1: 3

CARTESIAN COORDINATES (ANGSTROEM)
V  0.39  -0.55  -1.55
P  -0.72  -2.31  -0.14
P  2.04  -0.92  0.72
P  2.11  -1.94  -2.44
H  -2.05  2.96  -5.18
C  -2.30  2.09  -5.80
C  -2.95  1.01  -5.31
H  -3.29  0.94  -4.28
C  -2.14  -1.45  0.59
C  -0.36  -3.55  1.18
C  -1.36  -3.39  -1.45
C  3.34  0.37  0.81
C  1.44  -0.74  2.45
C  3.18  -2.35  1.08
C  1.38  -2.08  -4.11
C  2.63  -3.67  -2.20
C  3.65  -1.00  -2.70
H  -1.90  2.09  -6.83
H  -3.12  0.14  -5.98
H  -2.82  -1.08  -0.20
H  -1.83  -0.57  1.20
H  -2.67  -2.16  1.23
H  -0.32  -3.08  2.17
H  0.59  -4.07  0.98
H  -1.17  -4.29  1.18
H  -1.81  -2.81  -2.26
H  -2.11  -4.05  -1.01
H  -0.55  -4.00  -1.85
H  3.84  0.29  1.78
H  2.87  1.36  0.71
H  4.08  0.22  0.01
H  2.28  -0.32  3.02
H  1.19  -1.70  2.91
H  0.58  -0.05  2.52
H  3.74  -2.11  2.00
H  3.90  -2.50  0.27
H  2.62  -3.27  1.27
H  2.14  -2.45  -4.80
H  1.00  -1.11  -4.47
H  0.54  -2.79  -4.10
H  3.28  -4.01  -3.02
H  1.76  -4.32  -2.17
H  3.17  -3.82  -1.26
H  4.17  -1.33  -3.60
H  4.34  -1.10  -1.85
H  3.42  0.06  -2.80
C  0.43  2.04  -2.02
C  -0.43  1.29  -2.90
C  -0.03  1.15  -4.26
C  1.13  1.68  -4.77
C  2.03  2.29  -3.89
C  1.70  2.42  -2.54
Se  0.00  2.35  -0.10
H  -1.06  3.39  -0.23
H  -1.46  0.99  -2.56
H  -0.77  0.74  -4.96
H  1.32  1.63  -5.87
H  2.96  2.68  -4.31
H  2.46  2.79  -1.83
C  -1.72  3.65  2.39
N  -2.11  2.94  3.58
C  -2.53  3.73  4.70
C  -3.23  2.76  5.64
C  -2.43  1.54  6.01
N  -2.03  0.90  4.77
C  -1.46  -0.40  4.88
C  -1.74  1.61  3.64
O  -1.15  1.10  2.67
H  -0.62  3.67  2.28
H  -2.07  4.69  2.45
H  -2.14  3.15  1.52
H  -1.70  4.30  5.14
H  -3.28  4.45  4.34
H  -4.11  2.40  5.08
H  -3.60  3.29  6.52
H  -3.09  0.84  6.54
H  -1.56  1.73  6.65
H  -0.37  -0.37  4.94
H  -1.86  -0.92  5.75
H  -1.71  -1.01  4.01

Atom charges from the Löwdin analysis, given in e for atoms 1 to 4: V 0.545; P 0.749; P 0.811; P 0.740


Below is a molecular structure, C23H49N3 in a non-equilibrium geometry, with properties calculated with ωB97M-V with the def2-TZVPD basis set.

## Properties
E_tot: -1069.13049 Ha
frontier orbital gap: 0.3129 hartree
relative energy (zero: lowest compared OMol25 entry of this formula, charge and spin): 576.7 kcal/mol
2S+1: 1

CARTESIAN COORDINATES (ANGSTROEM)
C  1.21  4.08  0.07
C  0.34  3.03  -0.54
C  -0.40  2.42  0.56
H  -1.22  2.98  1.02
H  0.19  1.87  1.21
C  -1.35  0.98  0.19
N  -0.48  0.01  -0.35
H  -0.98  -0.42  -1.26
C  0.36  -0.67  0.26
C  1.92  -0.28  0.36
C  2.45  -0.20  -0.99
C  3.86  0.16  -1.10
H  4.39  -0.22  -2.11
H  4.01  1.21  -0.69
C  4.78  -0.77  -0.12
C  4.09  -0.61  1.52
C  2.73  -1.19  1.44
H  2.61  -2.15  1.23
H  2.38  -0.79  2.33
H  4.67  -1.11  2.25
H  4.15  0.47  1.60
H  4.57  -1.71  -0.11
C  6.30  -0.32  0.02
C  6.98  -1.24  1.18
H  8.12  -1.05  0.61
H  6.92  -0.92  2.01
H  6.77  -2.52  0.93
C  6.65  1.20  0.21
H  7.61  1.16  0.36
H  6.25  1.31  1.27
H  6.19  1.79  -0.58
C  6.84  -0.83  -1.54
H  6.66  -1.80  -1.64
H  6.45  -0.29  -2.21
H  7.92  -0.77  -1.41
H  1.98  0.38  -1.70
H  2.49  -1.44  -1.47
H  1.91  0.84  0.91
H  0.37  -1.69  0.03
H  -0.09  -0.55  1.48
H  -1.66  0.53  1.20
C  -2.57  1.47  -0.60
N  -3.28  0.15  -1.14
H  -3.66  0.13  -2.06
C  -4.31  -0.15  -0.27
H  -3.64  -0.09  0.79
C  -4.39  -1.83  -0.30
C  -5.30  -2.35  0.78
H  -5.72  -3.13  0.43
H  -6.43  -1.50  0.84
H  -4.91  -2.13  1.66
H  -4.90  -1.84  -1.38
C  -2.96  -2.44  -0.40
C  -3.24  -4.07  -0.51
H  -3.76  -4.55  0.29
H  -2.29  -4.36  -0.46
H  -3.84  -4.19  -1.62
H  -2.77  -2.37  0.74
H  -2.44  -1.96  -1.02
C  -5.34  0.62  -0.07
N  -6.20  0.64  0.77
H  -5.63  1.06  1.70
C  -7.39  1.55  0.65
H  -8.26  1.06  0.09
H  -7.94  1.48  1.71
H  -7.18  2.50  0.42
H  -5.20  1.54  -0.67
H  -6.07  0.30  -1.01
H  -2.13  1.69  -1.69
H  -3.01  2.26  0.00
H  -0.47  3.65  -1.09
H  0.80  2.27  -1.02
H  1.84  3.61  0.60
H  1.68  4.83  -1.00
H  0.71  4.69  0.55

Atom charges from the Löwdin analysis, given in e for atoms 1 to 4: C -0.065; C -0.278; C -0.139; H 0.108


What is the E_tot in the fourth record?
-5086.95981 Ha


What is the formula in the second record?
C23H48NOP3SeYb